Entry from OMol25: the molecule CH3N2PS (ωB97M-V/def2-TZVPD).

The geometry in XYZ format:
```
8
Properties=species:S:1:pos:R:3:forces:R:3:lowdin_charge:R:1
H 2.58981 -0.50472 -0.35316 -0.041 -0.047 -0.077 -0.1818
P 2.40915 0.85616 0.08020 -0.854 -0.170 0.185 0.7623
N 0.82019 0.97711 0.04228 -0.285 0.532 0.348 -0.4626
N -0.26639 0.49681 -0.37612 -0.364 -0.210 -0.836 -0.3298
C -1.10089 -0.52230 0.09513 -0.020 -0.410 0.395 -0.5773
S -2.22536 0.91491 0.08023 1.410 0.119 0.115 0.6456
H -1.35658 -1.27594 -0.64468 0.085 0.066 -0.053 0.0681
H -0.86992 -0.94204 1.07612 0.070 0.120 -0.077 0.0754
```
Forces are in eV/Å.

Output
E_HOMO = -8.62 eV
E = -24185.582 eV
total charge = 0
energy relative to the best compared isomer or geometry (same formula, charge and spin) = 429.92 kJ/mol
structure (SMILES) = [H]/P=N\N1CS1